# 1
This record from the Open Molecules 2025 dataset describes a cluster of 2 separate species, C4H13NO2 in total. The level of theory is the ωB97M-V functional and the def2-TZVPD basis.

## Properties
LUMO: 0.5 eV
Kohn-Sham gap: 9.66 eV
SMILES string: C[C@H](N)[C@@H](C)O.O
HOMO: -9.13 eV
charge: 0

The geometry in XYZ format:
```
20
C4H13NO2 | the Open Molecules 2025 dataset | the ωB97M-V functional and the def2-TZVPD basis
C -1.404 -0.696 0.630
C -0.218 -0.014 1.296
N -0.666 1.351 1.727
C 1.092 -0.061 0.490
C 1.567 -1.509 0.447
O 1.015 0.656 -0.737
H -1.694 -0.272 -0.313
H -1.142 -1.722 0.420
H -2.170 -0.685 1.428
H 0.080 -0.584 2.279
H 0.134 1.995 1.656
H -1.310 1.637 0.996
H 1.780 0.537 1.112
H 2.473 -1.648 -0.143
H 1.866 -1.891 1.456
H 0.725 -2.079 0.013
H 0.621 0.265 -1.521
O -1.010 0.272 -2.959
H -1.722 0.678 -2.458
H -1.130 0.393 -3.904
```

Charges per atom according to natural (NBO) partitioning, unit e: -0.64 -0.05 -0.83 0.09 -0.64 -0.76 0.20 0.21 0.23 0.17 0.36 0.34 0.17 0.22 0.22 0.20 0.50 -0.96 0.48 0.49

=====

# 2
This record from the Open Molecules 2025 dataset describes a structure of composition C14H15N3O3S2V. The level of theory is the ωB97M-V functional and the def2-TZVPD basis.

## Properties
2S+1: 4
LUMO (spin up / spin down): -7.0 / -6.6 eV
Kohn-Sham gap (spin up / spin down): 8.21 / 8.51 eV
HOMO (spin up / spin down): -15.20 / -15.15 eV
charge: +2

The geometry in XYZ format:
```
38
C14H15N3O3S2V | the Open Molecules 2025 dataset | the ωB97M-V functional and the def2-TZVPD basis
V -0.585 0.256 0.335
O 1.347 -0.745 -2.081
C 2.578 -0.703 -2.193
O 1.873 1.474 -0.228
C 2.865 1.471 -0.957
O 3.693 2.521 -1.016
N 3.327 0.428 -1.775
C 4.847 2.149 -1.824
C 4.709 0.687 -2.176
H 5.725 2.366 -1.212
H 4.837 2.766 -2.731
H 5.406 0.094 -1.555
H 4.846 0.499 -3.254
C 3.318 -1.827 -2.772
C 2.825 -3.089 -2.808
H 4.320 -1.593 -3.162
H 1.871 -3.411 -2.386
H 3.423 -3.861 -3.290
C -1.992 -0.101 -2.542
C -2.842 -0.250 -1.339
N -2.307 -0.236 -0.099
C -3.239 -0.381 0.959
C -4.529 -0.431 0.493
S -4.563 -0.374 -1.266
C -2.577 -0.357 2.209
C -2.900 -0.421 3.549
S -1.442 -0.282 4.534
C -0.445 -0.137 3.138
N -1.192 -0.166 2.017
C 1.027 -0.022 3.034
H -2.215 -0.925 -3.236
H -2.283 0.820 -3.072
H -0.909 -0.086 -2.330
H -5.383 -0.456 1.167
H -3.921 -0.534 3.887
H 1.368 0.794 3.686
H 1.491 -0.939 3.426
H 1.375 0.153 1.998
```

Charges per atom according to natural (NBO) partitioning, unit e: 1.49 -0.64 0.69 -0.70 0.94 -0.43 -0.48 -0.09 -0.25 0.23 0.22 0.22 0.24 -0.36 -0.21 0.23 0.22 0.23 -0.70 0.12 -0.61 0.04 -0.35 0.59 0.16 -0.37 0.60 0.11 -0.63 -0.68 0.28 0.28 0.25 0.28 0.28 0.28 0.28 0.23

=====

# 3
This record from the Open Molecules 2025 dataset describes a cluster of 2 separate species, C26H23N2 in total. The level of theory is the ωB97M-V functional and the def2-TZVPD basis.

## Properties
LUMO: -5.1 eV
Kohn-Sham gap: 5.24 eV
HOMO: -10.30 eV
charge: +1

The geometry in XYZ format:
```
51
C26H23N2 | the Open Molecules 2025 dataset | the ωB97M-V functional and the def2-TZVPD basis
C -4.171 -3.360 4.705
N -2.961 -2.982 3.983
C -1.687 -3.305 4.349
C -0.775 -2.772 3.425
C 0.629 -2.829 3.555
C 1.604 -2.357 2.603
C 1.521 -2.641 1.223
C 2.437 -2.127 0.339
C 3.449 -1.298 0.790
C 3.571 -1.021 2.140
C 2.691 -1.569 3.039
C -1.570 -2.046 2.453
C -1.223 -1.235 1.372
C -2.221 -0.661 0.626
C -3.565 -0.876 0.936
C -3.927 -1.638 2.023
C -2.923 -2.215 2.802
H -5.053 -2.980 4.196
H -4.238 -4.444 4.759
H -4.154 -2.957 5.716
H -1.424 -3.869 5.227
H 1.002 -3.168 4.509
H 0.736 -3.287 0.872
H 2.370 -2.369 -0.709
H 4.145 -0.870 0.089
H 4.358 -0.370 2.484
H 2.792 -1.356 4.089
H -0.188 -1.055 1.149
H -1.953 -0.035 -0.209
H -4.323 -0.445 0.303
H -4.965 -1.795 2.253
C 0.196 2.911 -6.196
C 0.321 2.567 -4.748
C -0.317 1.464 -4.259
C -0.216 1.129 -2.911
N 0.461 1.797 -2.022
C 1.115 2.904 -2.469
C 1.076 3.328 -3.820
C 1.792 4.492 -4.181
C 2.507 5.199 -3.265
C 2.547 4.784 -1.933
C 1.868 3.666 -1.549
H 0.748 3.806 -6.482
H 0.570 2.094 -6.814
H -0.849 3.086 -6.455
H -0.903 0.854 -4.926
H -0.729 0.250 -2.550
H 1.774 4.826 -5.201
H 3.045 6.082 -3.572
H 3.116 5.351 -1.214
H 1.894 3.341 -0.524
```

Charges per atom according to natural (NBO) partitioning, unit e: -0.42 -0.27 0.17 -0.19 0.11 -0.18 -0.10 -0.22 -0.13 -0.21 -0.13 -0.01 -0.20 -0.19 -0.18 -0.21 0.11 0.24 0.23 0.23 0.24 0.22 0.22 0.23 0.23 0.24 0.22 0.24 0.24 0.23 0.23 -0.65 0.07 -0.27 0.05 -0.45 0.23 -0.13 -0.17 -0.21 -0.20 -0.22 0.22 0.23 0.23 0.21 0.17 0.21 0.22 0.22 0.22